Entry 1:
{
  "formula": "CH2ClIO",
  "method": "wB97M-V/def2-TZVPD",
  "gap_ev": 8.84,
  "e_homo_ev": -8.8,
  "elements": ["C", "O", "Cl", "I", "H", "H"],
  "xyz": [[1.19, -0.40, -0.88], [0.34, -0.88, -0.15], [-0.22, 2.39, -0.02], [3.12, -0.05, -0.01], [-0.15, 1.89, -1.27], [0.45, -0.98, 0.90]],
  "lowdin_charge": [-0.711, -0.147, 0.234, 0.621, -0.177, 0.180]
}

Entry 2:
{
  "formula": "C21H19I2N4S3Tc",
  "method": "wB97M-V/def2-TZVPD",
  "gap_ev": [5.94, 6.14],
  "e_homo_ev": [-13.5, -13.4],
  "charge": 2,
  "elements": ["Tc", "C", "N", "C", "C", "N", "C", "S", "C", "C", "C", "C", "C", "N", "H", "H", "H", "H", "H", "H", "H", "H", "H", "C", "C", "C", "C", "C", "C", "C", "C", "C", "S", "C", "N", "H", "H", "H", "H", "H", "H", "H", "H", "I", "C", "I", "H", "H", "S", "C"],
  "xyz": [[-0.66, -0.87, 0.09], [-1.10, -0.91, 5.29], [-0.41, 0.16, 4.58], [-0.08, 1.39, 5.12], [0.54, 2.09, 4.16], [0.59, 1.29, 3.02], [0.00, 0.09, 3.30], [-0.21, -1.35, 2.38], [1.31, 1.71, 1.88], [2.59, 2.21, 2.00], [3.23, 2.71, 0.88], [2.57, 2.71, -0.34], [1.30, 2.18, -0.41], [0.70, 1.71, 0.69], [-1.22, -0.59, 6.32], [-0.51, -1.82, 5.25], [-2.07, -1.08, 4.84], [-0.34, 1.65, 6.13], [0.92, 3.10, 4.16], [3.08, 2.18, 2.97], [4.23, 3.10, 0.96], [3.03, 3.10, -1.24], [0.73, 2.10, -1.33], [-3.11, -0.32, -2.10], [-1.80, -0.42, -2.80], [-1.76, -0.29, -4.21], [-0.58, -0.39, -4.87], [0.61, -0.63, -4.14], [1.88, -0.74, -4.76], [3.00, -0.98, -4.01], [2.89, -1.11, -2.62], [1.67, -1.01, -1.99], [1.54, -1.21, -0.25], [0.51, -0.76, -2.75], [-0.70, -0.65, -2.09], [-3.85, 0.16, -2.73], [-3.02, 0.25, -1.18], [-3.48, -1.32, -1.85], [-2.68, -0.11, -4.73], [-0.53, -0.29, -5.95], [1.94, -0.65, -5.84], [3.96, -1.07, -4.49], [3.78, -1.32, -2.03], [-3.80, -1.59, 1.27], [-3.33, -3.58, 0.73], [-1.47, -3.68, -0.28], [-4.09, -3.95, 0.05], [-3.25, -4.19, 1.62], [-1.96, 1.92, 0.80], [-0.63, 1.05, 0.52]],
  "lowdin_charge": [0.532, -0.001, -0.102, 0.010, 0.004, 0.018, -0.615, 0.567, -0.188, 0.063, 0.026, 0.019, -0.026, -0.062, 0.105, 0.095, 0.096, 0.144, 0.143, 0.144, 0.137, 0.135, 0.150, -0.069, -0.293, 0.015, 0.040, -0.140, 0.009, -0.039, -0.076, -0.556, 0.718, -0.238, -0.020, 0.096, -0.012, 0.056, 0.128, 0.136, 0.129, 0.122, 0.116, 0.865, -1.073, 0.917, -0.019, -0.019, 0.750, -0.936]
}

Entry 3:
{
  "formula": "C27H51Cl9O20",
  "method": "wB97M-V/def2-TZVPD",
  "gap_ev": 9.85,
  "e_homo_ev": -9.7,
  "smiles": "COC(=O)OC.COC(=O)OC.COC(=O)OC.COC(=O)OC.COC(=O)OC.COC(=O)OC.ClC(Cl)Cl.ClC(Cl)Cl.ClC(Cl)Cl.CC(C)=O.CC(C)=O",
  "elements": ["C", "O", "C", "O", "O", "C", "H", "H", "H", "H", "H", "H", "C", "O", "C", "O", "O", "C", "H", "H", "H", "H", "H", "H", "C", "O", "C", "O", "O", "C", "H", "H", "H", "H", "H", "H", "C", "O", "C", "O", "O", "C", "H", "H", "H", "H", "H", "H", "C", "O", "C", "O", "O", "C", "H", "H", "H", "H", "H", "H", "C", "O", "C", "O", "O", "C", "H", "H", "H", "H", "H", "H", "Cl", "C", "Cl", "Cl", "H", "Cl", "C", "Cl", "Cl", "H", "Cl", "C", "Cl", "Cl", "H", "C", "C", "C", "O", "H", "H", "H", "H", "H", "H", "C", "C", "C", "O", "H", "H", "H", "H", "H", "H"],
  "xyz": [[-4.73, -8.84, 1.13], [-5.74, -8.50, 0.27], [-6.84, -9.25, 0.20], [-7.02, -10.31, 0.68], [-7.68, -8.54, -0.55], [-8.98, -9.10, -0.86], [-4.25, -9.66, 0.59], [-5.05, -9.14, 2.13], [-3.94, -8.14, 1.38], [-8.90, -10.06, -1.37], [-9.51, -8.35, -1.46], [-9.50, -9.23, 0.08], [-2.94, 5.40, 5.75], [-2.97, 6.71, 5.38], [-3.64, 7.61, 6.07], [-4.36, 7.41, 7.06], [-3.38, 8.81, 5.50], [-3.99, 10.02, 5.93], [-2.09, 5.01, 6.31], [-2.97, 4.82, 4.83], [-3.78, 5.07, 6.36], [-3.32, 10.84, 5.66], [-4.00, 10.04, 7.02], [-4.98, 10.10, 5.51], [1.07, -1.71, 4.13], [1.79, -0.70, 3.45], [1.20, -0.09, 2.46], [0.22, -0.43, 1.79], [2.04, 0.85, 2.08], [1.96, 1.55, 0.77], [0.38, -2.26, 3.49], [0.39, -1.20, 4.81], [1.73, -2.40, 4.65], [2.74, 2.30, 0.78], [1.07, 2.15, 0.58], [2.09, 0.87, -0.07], [5.41, -6.36, 2.12], [5.54, -7.25, 1.02], [4.49, -7.51, 0.20], [3.31, -7.28, 0.50], [4.93, -8.33, -0.83], [3.88, -8.90, -1.68], [6.33, -6.34, 2.70], [4.61, -6.69, 2.78], [5.25, -5.30, 1.91], [4.52, -9.33, -2.45], [3.18, -8.19, -2.13], [3.32, -9.74, -1.27], [2.56, 2.44, -9.91], [2.18, 1.99, -8.58], [0.88, 2.09, -8.18], [-0.03, 2.32, -8.97], [0.81, 1.80, -6.92], [-0.40, 1.98, -6.22], [2.48, 1.66, -10.67], [3.63, 2.55, -10.09], [2.06, 3.30, -10.34], [-0.77, 3.01, -6.26], [-0.28, 1.85, -5.14], [-1.16, 1.26, -6.51], [-2.77, -6.11, -9.53], [-3.05, -5.36, -8.32], [-2.17, -5.49, -7.30], [-1.49, -6.55, -7.10], [-2.48, -4.50, -6.41], [-1.92, -4.58, -5.12], [-3.12, -7.14, -9.44], [-1.75, -6.08, -9.92], [-3.29, -5.57, -10.32], [-0.84, -4.67, -5.04], [-2.37, -5.48, -4.71], [-2.37, -3.72, -4.62], [-3.67, -1.47, 10.35], [-4.32, -3.08, 10.60], [-6.09, -2.97, 10.73], [-3.60, -3.68, 12.11], [-4.17, -3.81, 9.81], [2.60, 10.92, 2.62], [3.59, 9.66, 3.37], [2.84, 8.00, 3.34], [3.91, 10.04, 5.11], [4.47, 9.47, 2.75], [8.22, -0.36, -6.26], [6.81, -1.13, -5.50], [7.17, -1.71, -3.89], [6.39, -2.65, -6.38], [6.00, -0.41, -5.32], [-5.90, 7.70, -0.10], [-4.70, 8.11, -0.84], [-4.70, 9.50, -1.41], [-3.72, 7.40, -1.01], [-5.99, 6.62, 0.05], [-6.78, 8.09, -0.62], [-5.92, 8.18, 0.87], [-4.67, 10.22, -0.60], [-5.61, 9.67, -1.99], [-3.78, 9.57, -2.00], [9.20, 4.41, 5.50], [9.18, 4.09, 4.01], [8.70, 2.70, 3.68], [9.71, 4.84, 3.16], [9.32, 5.49, 5.55], [10.09, 3.93, 5.89], [8.26, 4.25, 6.03], [8.43, 2.10, 4.55], [9.54, 2.21, 3.19], [7.96, 2.65, 2.88]],
  "lowdin_charge": [-0.081, 0.008, -0.638, 0.157, -0.007, -0.018, 0.103, 0.100, 0.094, 0.096, 0.093, 0.094, -0.084, 0.027, -0.557, 0.092, -0.018, -0.039, 0.098, 0.099, 0.097, 0.093, 0.093, 0.098, -0.042, 0.015, -0.629, 0.092, 0.002, 0.008, 0.092, 0.097, 0.097, 0.086, 0.088, 0.093, -0.058, -0.017, -0.507, 0.090, -0.026, -0.034, 0.091, 0.093, 0.094, 0.089, 0.094, 0.092, -0.054, -0.008, -0.593, 0.106, 0.029, -0.040, 0.085, 0.084, 0.094, 0.102, 0.092, 0.102, -0.035, -0.021, -0.496, 0.056, -0.023, -0.052, 0.095, 0.093, 0.087, 0.100, 0.097, 0.098, 0.519, -1.538, 0.502, 0.498, 0.019, 0.524, -1.465, 0.452, 0.478, 0.011, 0.504, -1.505, 0.507, 0.471, 0.022, -0.031, -0.518, -0.026, 0.058, 0.090, 0.083, 0.093, 0.086, 0.081, 0.084, -0.031, -0.463, -0.036, 0.031, 0.076, 0.092, 0.080, 0.077, 0.088, 0.087]
}